Record 1
This record from the OMol25 dataset describes the molecule C35H49ClIO6PS in a non-equilibrium geometry. The level of theory is wB97M-V/def2-TZVPD.

Calculated values
E_HOMO ... -8.91 eV
HOMO-LUMO gap ... 6.70 eV
E_LUMO ... -2.215 eV

Structure (ORCA input):
```
! RIJCOSX wB97M-V def2-TZVPD def2/J DEFGRID3
* xyz 0 1
C -1.420 -3.820 4.631
C -0.740 -2.359 5.046
C -1.121 -1.164 3.986
C -2.180 -0.046 4.561
C -3.762 -0.352 4.119
C -3.919 -0.393 2.471
C -4.126 -1.916 1.867
C -4.069 -1.968 0.202
C -3.836 -3.520 -0.350
C -3.116 -3.560 -1.851
C -1.672 -2.784 -1.910
C -1.663 -1.460 -2.916
C -0.662 -0.341 -2.234
C -0.961 1.213 -2.776
C -0.355 2.196 -1.569
C 1.295 2.249 -1.472
C 2.011 3.192 -0.298
C 1.076 4.017 0.766
C -0.590 3.939 0.634
C -1.424 4.797 1.754
C -1.491 6.393 1.308
C -1.190 7.376 2.627
I -3.127 7.747 3.606
C -1.338 3.063 -0.533
P -3.224 2.957 -0.799
O -4.093 3.939 0.081
O -3.821 1.284 -0.741
O -3.503 3.459 -2.481
C 3.643 3.292 -0.141
O 4.218 4.399 0.350
C 4.494 1.922 -0.586
C 3.791 1.015 -1.799
C 4.595 -0.324 -2.319
C 6.038 -0.799 -1.707
O 6.849 -1.948 -2.130
C 6.261 -2.677 -3.261
C 5.180 -3.747 -2.651
C 4.248 -4.365 -3.852
C 2.998 -3.358 -4.272
C 6.668 0.120 -0.463
Cl 8.317 -0.415 0.269
C 5.913 1.469 0.100
S 6.682 2.465 1.513
C 2.333 1.465 -2.482
O 2.130 1.202 -3.775
H -0.708 -4.401 3.886
H -2.509 -3.689 4.165
H -1.553 -4.489 5.604
H 0.444 -2.494 4.978
H -1.099 -2.117 6.133
H -0.116 -0.571 3.741
H -1.461 -1.643 2.963
H -2.142 0.034 5.747
H -1.859 1.019 4.148
H -4.369 0.604 4.488
H -4.213 -1.287 4.661
H -2.924 0.020 2.001
H -4.851 0.295 2.220
H -5.175 -2.298 2.283
H -3.312 -2.639 2.335
H -5.128 -1.619 -0.177
H -3.202 -1.233 -0.146
H -4.913 -3.974 -0.496
H -3.206 -4.069 0.476
H -3.806 -3.131 -2.701
H -2.918 -4.712 -2.064
H -0.798 -3.518 -2.256
H -1.401 -2.495 -0.787
H -2.782 -1.112 -2.998
H -1.279 -1.744 -4.001
H -0.892 -0.374 -1.064
H 0.488 -0.621 -2.326
H -0.471 1.414 -3.820
H -2.125 1.281 -2.884
H 1.554 4.695 1.615
H -0.756 4.784 2.743
H -2.456 4.345 2.066
H -0.540 6.555 0.603
H -2.479 6.687 0.754
H -0.458 6.847 3.399
H -0.627 8.379 2.308
H -4.548 1.202 -1.453
H -2.621 3.443 -2.976
H 4.091 -0.931 -3.197
H 5.866 -2.011 -4.138
H 7.145 -3.332 -3.726
H 4.565 -3.282 -1.757
H 5.824 -4.631 -2.172
H 3.750 -5.368 -3.456
H 4.935 -4.668 -4.754
H 1.998 -3.956 -4.525
H 3.240 -2.701 -5.214
H 2.748 -2.714 -3.306
H 5.710 2.368 2.557
*
```

Record 2
This record from the OMol25 dataset describes a structure of composition C35H49I2N3O9P2TeY in a non-equilibrium geometry. The level of theory is wB97M-V/def2-TZVPD.

Calculated values
E_HOMO ... -4.20 eV
HOMO-LUMO gap ... 5.65 eV
E_LUMO ... 1.447 eV
Relative energy (zero: lowest compared OMol25 entry of this formula, charge and spin) ... 26.8 kcal/mol

Structure (ORCA input):
```
! RIJCOSX wB97M-V def2-TZVPD def2/J DEFGRID3
* xyz -1 1
Y 0.273 -0.329 -0.568
C -1.327 -4.662 -0.223
C -2.251 -3.768 -0.994
N -3.127 -4.313 -1.802
C -3.940 -3.518 -2.521
C -3.919 -2.150 -2.447
C -4.869 -1.356 -3.304
O -5.823 -0.597 -2.560
C -2.990 -1.531 -1.575
C -2.980 -0.101 -1.441
N -2.115 0.562 -0.756
C -2.309 1.939 -0.585
C -2.671 2.810 -1.615
C -2.837 4.163 -1.369
C -2.657 4.673 -0.092
C -2.284 3.828 0.944
C -2.105 2.484 0.683
I -1.502 1.166 2.206
C -2.099 -2.349 -0.831
O -1.208 -1.896 -0.018
H -1.575 -5.702 -0.422
H -1.395 -4.452 0.847
H -0.298 -4.460 -0.530
H -4.629 -4.031 -3.186
H -5.385 -2.043 -3.982
H -4.328 -0.632 -3.916
H -6.236 -1.187 -1.921
H -3.821 0.437 -1.880
H -2.783 2.411 -2.615
H -3.097 4.826 -2.184
H -2.785 5.731 0.098
H -2.130 4.213 1.943
I 4.720 2.171 -2.359
C 2.547 -0.306 -0.819
H 3.028 0.516 -0.287
H 3.134 -1.209 -0.624
O 0.378 1.527 -1.998
C 0.635 2.364 -1.091
O 0.719 2.017 0.116
C 0.831 3.793 -1.481
C 0.842 4.128 -2.832
C 0.979 5.445 -3.220
C 1.103 6.426 -2.242
C 1.117 6.102 -0.892
C 0.986 4.780 -0.516
N 1.212 7.820 -2.639
O 1.322 8.663 -1.767
O 1.201 8.084 -3.828
H 0.743 3.337 -3.562
H 0.992 5.733 -4.261
H 1.229 6.892 -0.164
H 1.000 4.494 0.527
C 1.379 -3.841 -6.397
C 1.765 -2.754 -5.412
O 0.732 -2.641 -4.436
P 0.992 -1.723 -3.100
O -0.363 -1.218 -2.684
Te 2.830 0.119 -2.902
O 1.281 -2.880 -1.925
C 2.525 -3.570 -1.962
C 2.349 -4.980 -2.504
H 2.178 -3.980 -7.127
H 0.462 -3.561 -6.917
H 1.205 -4.781 -5.874
H 1.885 -1.803 -5.941
H 2.725 -2.994 -4.943
H 2.911 -3.611 -0.940
H 3.251 -3.012 -2.565
H 1.699 -5.555 -1.843
H 3.319 -5.476 -2.574
H 1.888 -4.949 -3.491
C -0.684 -2.355 3.192
C 0.590 -1.632 3.658
C 1.027 -2.226 5.000
P 1.805 -1.483 2.230
C 2.840 -3.042 2.216
C 3.615 -3.459 3.466
C 1.969 -4.193 1.698
C 2.989 -0.116 2.760
C 4.366 -0.280 2.113
C 3.145 0.188 4.251
H -1.519 -2.103 3.853
H -0.545 -3.437 3.230
H -0.966 -2.089 2.175
H 0.324 -0.581 3.827
H 1.056 -3.315 4.947
H 0.285 -1.958 5.758
H 1.996 -1.872 5.339
H 3.578 -2.811 1.439
H 2.962 -3.909 4.211
H 4.136 -2.622 3.928
H 4.364 -4.206 3.189
H 1.320 -4.574 2.490
H 2.590 -5.023 1.349
H 1.332 -3.863 0.874
H 2.519 0.763 2.303
H 4.928 -1.096 2.573
H 4.942 0.638 2.250
H 4.299 -0.465 1.042
H 3.657 -0.619 4.777
H 2.187 0.377 4.735
H 3.756 1.088 4.357
*
```

Record 3
This record from the OMol25 dataset describes a structure of composition C35H50BCl2N8O2SiTl in a non-equilibrium geometry. The level of theory is wB97M-V/def2-TZVPD.

Calculated values
E_HOMO (alpha / beta) ... -10.99 / -10.99 eV
HOMO-LUMO gap (alpha / beta) ... 7.98 / 5.55 eV
E_LUMO (alpha / beta) ... -3.012 / -5.439 eV

Structure (ORCA input):
```
! RIJCOSX wB97M-V def2-TZVPD def2/J DEFGRID3
* xyz 1 2
Tl -23.117 3.386 2.734
C -24.383 2.432 8.170
C -23.404 3.144 7.270
C -23.014 4.515 7.366
C -22.084 4.656 6.394
N -21.939 3.474 5.752
N -22.735 2.542 6.305
B -20.697 2.951 5.021
N -20.292 3.959 3.945
C -19.148 4.654 3.730
C -19.340 5.568 2.726
C -20.668 5.409 2.336
C -21.467 6.097 1.252
N -21.225 4.479 3.112
N -21.103 1.601 4.369
C -20.741 0.400 4.813
C -21.589 -0.557 4.311
C -22.489 0.137 3.502
C -23.554 -0.463 2.605
N -22.172 1.466 3.507
N -19.582 2.744 5.945
C -19.608 2.512 7.263
C -18.364 2.112 7.660
C -17.633 2.058 6.463
C -16.234 1.561 6.242
N -18.368 2.394 5.402
H -25.118 1.884 7.592
H -23.854 1.715 8.776
H -24.863 3.142 8.824
H -23.327 5.250 8.096
H -21.419 5.444 6.157
H -18.349 4.427 4.408
H -18.609 6.199 2.293
H -20.756 6.487 0.515
H -22.154 5.474 0.763
H -22.018 6.956 1.697
H -19.857 0.328 5.403
H -21.505 -1.618 4.403
H -23.145 -0.815 1.650
H -23.993 -1.301 3.073
H -24.317 0.273 2.408
H -20.536 2.744 7.808
H -17.960 1.977 8.644
H -15.720 2.253 5.568
H -15.638 1.614 7.165
H -16.164 0.548 5.780
Cl -20.280 -1.641 -3.829
C -21.167 -0.469 -2.892
C -22.451 -0.764 -2.462
C -23.077 0.044 -1.561
Cl -24.579 -0.438 -0.934
C -22.402 1.125 -0.895
O -22.861 1.650 0.166
C -21.089 1.480 -1.425
C -20.331 2.634 -0.962
O -20.722 3.593 -0.318
C -20.512 0.667 -2.377
H -22.941 -1.638 -2.862
H -19.245 2.546 -1.225
H -19.478 0.802 -2.680
C -25.765 4.870 5.298
C -25.889 5.520 3.889
C -24.750 6.537 3.800
C -27.277 6.182 3.809
Si -25.746 4.157 2.538
C -25.850 4.742 0.708
C -27.391 4.751 0.405
C -25.469 6.209 0.471
C -25.055 4.020 -0.341
C -26.567 2.452 2.828
C -28.076 2.628 3.090
C -26.029 1.724 4.070
C -26.373 1.531 1.630
H -25.823 5.683 6.053
H -24.793 4.363 5.490
H -26.557 4.156 5.498
H -24.829 7.161 4.720
H -24.770 7.219 2.929
H -23.774 6.074 3.865
H -27.296 7.013 4.494
H -28.019 5.437 4.074
H -27.574 6.556 2.797
H -27.879 5.337 1.152
H -27.885 3.763 0.374
H -27.544 5.176 -0.583
H -25.947 6.928 1.147
H -25.771 6.438 -0.544
H -24.405 6.359 0.536
H -25.257 2.939 -0.447
H -23.964 4.095 -0.176
H -25.289 4.504 -1.324
H -28.251 3.125 4.040
H -28.570 1.680 3.089
H -28.559 3.194 2.269
H -26.488 2.075 5.026
H -24.957 1.804 4.261
H -26.274 0.632 4.035
H -26.986 1.756 0.767
H -26.730 0.478 1.874
H -25.321 1.402 1.357
*
```

Ordered DFT total energy results: -90096.2289, -103110.0341, -91410.6907; unit eV.